No. 1
{
  "formula": "C20H23AsCrO9SSi",
  "method": "ωB97M-V with the def2-TZVPD basis set",
  "homo_energy_ev": [-5.34, -4.94],
  "de_lowest_kcal_mol": 2.55,
  "spin_multiplicity": 2,
  "lumo_ev": [2.5929, 2.5948],
  "orbital_gap_ev": [7.93, 7.54],
  "energy_ev": -147516.2776,
  "charge": -1,
  "mol_weight_g_mol": 594.5,
  "s2": 0.761,
  "species": ["Cr", "C", "O", "C", "C", "C", "C", "C", "C", "O", "C", "O", "C", "H", "H", "H", "H", "H", "H", "H", "H", "H", "O", "As", "O", "O", "C", "C", "C", "C", "C", "C", "S", "O", "O", "O", "H", "H", "H", "H", "H", "C", "Si", "C", "C", "C", "C", "H", "H", "H", "H", "H", "H", "H", "H", "H"],
  "xyz": [[-0.2414, 0.7444, -0.5262], [0.4043, 0.1293, 6.2523], [1.7068, 0.0268, 5.7114], [1.8278, 0.1626, 4.3638], [3.1528, 0.0472, 3.8767], [3.3728, 0.1819, 2.5411], [2.3271, 0.4141, 1.6109], [2.6000, 0.6485, 0.2279], [3.9956, 0.6877, -0.3401], [1.7097, 0.8608, -0.6226], [0.9866, 0.4906, 2.1093], [-0.0433, 0.6687, 1.3772], [0.7797, 0.3871, 3.5167], [0.5123, 0.0002, 7.3264], [-0.2511, -0.6492, 5.8542], [-0.0346, 1.1082, 6.0438], [3.9528, -0.1396, 4.5788], [4.3871, 0.0947, 2.1795], [4.7922, 0.7825, 0.3897], [4.0405, 1.5183, -1.0428], [4.1404, -0.2317, -0.9110], [-0.2432, 0.4671, 3.8520], [-4.6428, 0.8885, -1.5433], [-2.9748, 0.9454, -2.1388], [-2.7864, -0.0541, -3.3962], [-2.0969, 0.6638, -0.7095], [-2.9538, 2.8496, -2.5235], [-4.1672, 3.4233, -2.8890], [-4.2443, 4.7648, -3.2381], [-3.1033, 5.5503, -3.2317], [-1.8865, 4.9899, -2.8728], [-1.8160, 3.6519, -2.5198], [-0.2274, 3.0208, -2.0201], [-0.2192, 1.6022, -2.4690], [0.7621, 3.8753, -2.6071], [-0.2505, 2.9632, -0.5464], [-4.8962, -0.0351, -1.4328], [-5.0595, 2.8130, -2.8952], [-5.1989, 5.1905, -3.5200], [-3.1554, 6.5951, -3.5100], [-0.9781, 5.5762, -2.8741], [-0.3382, -5.0528, 0.7906], [0.3645, -4.2353, -0.7528], [2.1941, -4.6694, -0.8653], [-0.5157, -4.9351, -2.2586], [0.1529, -2.4417, -0.6770], [0.0054, -1.2302, -0.6236], [-0.2183, -6.1389, 0.7605], [-1.4016, -4.8267, 0.8888], [0.1638, -4.6755, 1.6837], [2.3456, -5.7504, -0.9230], [2.7299, -4.2946, 0.0093], [2.6398, -4.2118, -1.7505], [-0.3907, -6.0189, -2.3289], [-0.1283, -4.4808, -3.1721], [-1.5833, -4.7128, -2.2127]],
  "lowdin_charge": [0.787, -0.090, -0.081, -0.282, -0.023, -0.030, -0.080, -0.325, 0.016, -0.080, -0.293, -0.102, 0.063, 0.087, 0.096, 0.095, 0.109, 0.099, 0.062, 0.096, 0.100, 0.115, -0.253, 0.916, -0.441, -0.489, -0.209, -0.084, -0.080, -0.078, -0.057, -0.249, 0.520, -0.377, -0.278, -0.329, 0.044, 0.098, 0.100, 0.100, 0.110, -0.201, 0.399, -0.201, -0.197, -0.191, -0.112, 0.019, 0.024, 0.023, 0.019, 0.022, 0.023, 0.019, 0.027, 0.027]
}

---

No. 2
{
  "formula": "C4H3GdLi2O2",
  "method": "ωB97M-V with the def2-TZVPD basis set",
  "homo_energy_ev": [-14.79, -11.91],
  "de_lowest_kcal_mol": 0.00,
  "spin_multiplicity": 8,
  "lumo_ev": [-9.9451, -9.9471],
  "orbital_gap_ev": [4.84, 1.97],
  "energy_ev": -29516.8602,
  "charge": 2,
  "mol_weight_g_mol": 254.2,
  "s2": 16.303,
  "species": ["O", "C", "C", "Gd", "Li", "H", "C", "C", "O", "H", "H", "Li"],
  "xyz": [[1.7986, -0.0036, -0.6481], [0.4968, 0.3722, -0.6658], [-0.5188, -0.3705, -0.1735], [3.4212, -0.0055, 1.1111], [-1.5509, -2.0190, -0.6828], [0.3896, 1.4742, -0.7540], [-2.9700, -0.2695, 0.3848], [-1.8719, 0.2173, -0.2665], [-4.1931, 0.1936, 0.3508], [-2.8085, -1.1617, 1.0350], [-2.0515, 1.0897, -0.9214], [-5.1280, 1.4624, -0.3709]],
  "lowdin_charge": [-0.484, -0.252, -0.092, 1.277, 0.776, 0.144, -0.252, -0.137, -0.127, 0.148, 0.131, 0.866]
}

---

No. 3
{
  "formula": "C8H5O6S",
  "method": "ωB97M-V with the def2-TZVPD basis set",
  "homo_energy_ev": -4.56,
  "de_lowest_kcal_mol": 10.49,
  "lumo_ev": 3.4963,
  "orbital_gap_ev": 8.06,
  "energy_ev": -31494.4186,
  "charge": -1,
  "mol_weight_g_mol": 229.2,
  "species": ["C", "C", "C", "C", "C", "C", "C", "C", "O", "O", "O", "O", "O", "O", "S", "H", "H", "H", "H", "H"],
  "xyz": [[1.7082, -0.4760, 0.9524], [0.8170, -1.6527, 0.9883], [1.8226, 0.4924, 0.1142], [-0.4482, -1.6451, 0.7333], [-1.6652, -1.0469, 0.2878], [-0.8676, -0.2900, -1.6821], [0.9244, 1.1832, -0.9904], [-0.5512, 0.9370, -1.0878], [-2.3050, -0.0161, 0.9927], [-1.6307, -2.2861, 0.9178], [-0.3980, -0.7618, -2.7228], [-0.5802, 1.7091, 1.5506], [-2.4499, 2.3752, 0.1490], [-1.8900, -1.0515, -1.0852], [-1.4606, 1.3766, 0.4328], [2.5971, -0.5517, 1.5893], [1.2747, -2.4884, 1.4842], [2.5867, 1.3309, 0.3633], [1.2530, 2.1675, -1.0454], [1.2630, 0.6945, -1.9421]],
  "lowdin_charge": [-0.142, -0.010, -0.103, -0.157, -0.549, -0.530, -0.179, -0.220, -0.083, 0.193, 0.040, -0.307, -0.312, 0.105, 0.745, 0.098, 0.102, 0.121, 0.066, 0.123]
}